The following is a DFT calculation (wB97M-V/def2-TZVPD) of a cluster of 14 separate species, C54H130N14O10 in total at a distorted geometry.

For the LUMO energy (alpha / beta), the calculation gives 1.745 / 1.743 eV. The charge is -1. The calculation puts the highest occupied orbital energy (alpha / beta) at 0.3 / -6.1 eV. Its spin multiplicity is 2.

XYZ file:
```
208
Properties=species:S:1:pos:R:3:forces:R:3:lowdin_charge:R:1
C 5.404755 -6.620523 -6.305886 0.2 -1.0 0.8 -0.10
C 5.141755 -5.531883 -5.248766 -0.4 0.1 -2.2 -0.28
N 3.839755 -5.574483 -4.648456 -0.4 -0.7 0.7 -0.18
C 3.735915 -6.741523 -3.763336 -2.1 -0.2 0.0 -0.25
C 2.274525 -7.124773 -3.435396 0.0 0.1 0.2 -0.12
C 3.538405 -4.326983 -3.929966 0.1 0.1 0.0 -0.27
C 3.180005 -3.146663 -4.811226 -0.7 -0.1 -0.3 -0.12
H 5.471185 -7.598153 -5.828466 0.0 -0.2 0.1 0.05
H 6.375655 -6.488633 -6.783456 0.0 0.3 0.0 0.06
H 4.644885 -6.748233 -7.076846 -0.2 0.5 0.1 0.07
H 5.945685 -5.522633 -4.512756 0.3 0.3 0.1 0.12
H 5.102905 -4.651263 -5.889946 0.6 0.6 0.5 0.10
H 4.049325 -7.669563 -4.241476 1.0 0.5 -0.1 0.10
H 4.202435 -6.559783 -2.795136 0.7 -0.2 0.1 0.11
H 1.683855 -7.322933 -4.329796 0.0 0.5 -0.1 0.05
H 2.219375 -8.063303 -2.883846 0.4 -0.1 0.2 0.06
H 1.788375 -6.388733 -2.795076 -0.2 0.1 -0.2 0.05
H 4.400285 -3.966533 -3.368436 0.5 -0.3 0.5 0.10
H 2.758995 -4.530863 -3.195756 -0.2 0.0 -0.2 0.08
H 2.903915 -2.255283 -4.247926 0.3 0.0 0.4 0.05
H 2.262975 -3.338113 -5.368456 0.2 -0.2 -0.5 0.05
H 4.011775 -2.873213 -5.460436 -0.2 0.0 -0.2 0.06
C -3.766165 0.142417 -4.627736 -0.5 -0.4 1.0 -0.09
C -3.379845 1.406667 -5.367196 0.7 -0.6 -0.5 -0.22
N -2.345825 1.147747 -6.362946 1.4 1.4 -0.6 -0.20
C -2.661085 0.164867 -7.361616 0.9 -0.8 0.5 -0.32
C -3.804885 0.482287 -8.252356 -1.5 -0.1 -0.1 -0.10
C -0.995395 0.944017 -5.778316 -0.7 1.1 -0.4 -0.22
C -0.487135 2.262497 -5.155076 0.2 -0.2 0.3 -0.09
H -4.310185 -0.639463 -5.157646 0.0 0.3 -0.4 0.07
H -4.368765 0.355107 -3.744716 -0.2 0.2 0.0 0.07
H -2.881935 -0.353623 -4.227516 0.1 0.1 -0.1 0.03
H -4.196715 1.905247 -5.888966 -0.3 0.0 0.3 0.11
H -2.924095 2.094687 -4.655136 -0.4 0.2 0.0 0.09
H -1.774555 -0.044573 -7.960186 0.2 0.2 0.1 0.11
H -2.884115 -0.755613 -6.822096 0.0 -0.7 -0.3 0.09
H -4.712215 0.193657 -7.721746 -0.4 0.4 0.0 0.07
H -3.882505 1.530847 -8.539746 0.2 0.0 0.0 0.08
H -3.849215 -0.143793 -9.143516 0.4 0.0 -0.1 0.07
H -0.268245 0.694847 -6.551146 -0.4 -0.3 -0.3 0.10
H -1.070425 0.099147 -5.093706 0.6 0.0 0.4 0.09
H -0.890115 2.395727 -4.151106 0.0 0.3 0.0 0.04
H -0.682595 3.133187 -5.781016 -0.8 -0.1 -0.1 0.08
H 0.596475 2.353767 -5.080456 0.2 -0.8 0.2 0.05
C 0.255495 2.701247 1.796724 0.5 0.3 -0.6 -0.05
C 0.956945 1.741267 0.827254 -0.9 0.2 0.0 -0.23
N 0.049885 0.861247 0.067384 -0.4 0.2 0.2 -0.18
C -0.989415 1.503527 -0.786866 0.0 -0.2 0.9 -0.20
C -1.988825 0.494567 -1.382616 0.3 -0.3 -0.4 -0.06
C 0.767655 -0.211083 -0.603756 0.0 -0.3 0.7 -0.24
C 1.598805 0.169557 -1.839346 -0.5 -0.1 0.2 -0.04
H -0.355355 2.251857 2.579674 -0.2 -0.2 -0.3 0.06
H -0.299275 3.436617 1.214024 -0.3 0.1 0.2 0.06
H 1.051815 3.244187 2.305834 0.0 0.1 0.1 0.05
H 1.597175 2.322227 0.163414 0.2 0.3 -0.2 0.10
H 1.640865 1.155827 1.441754 0.0 -0.5 -0.2 0.09
H -1.561305 2.189297 -0.161766 0.0 0.1 0.2 0.09
H -0.515815 2.138847 -1.535306 0.1 0.0 -0.5 0.10
H -2.789455 0.915317 -1.990946 0.1 0.6 0.2 0.06
H -1.511595 -0.202913 -2.071006 0.3 -0.1 0.0 0.05
H -2.513855 -0.116893 -0.648746 0.2 0.1 0.4 0.06
H 0.030635 -1.002523 -0.739826 0.1 -0.1 -0.7 0.09
H 1.383675 -0.634003 0.189824 0.6 -0.1 -0.1 0.10
H 2.251595 -0.635363 -2.177086 0.0 -0.1 0.2 0.05
H 2.203655 1.050157 -1.623036 0.1 0.0 0.0 0.05
H 0.944505 0.409507 -2.677456 -0.1 0.1 -0.1 0.06
C -1.943855 2.887717 9.075714 0.5 -1.7 -0.3 -0.08
C -1.644005 1.575637 8.280604 -0.5 0.9 -0.8 -0.25
N -0.504835 1.706677 7.360724 1.3 -0.4 1.0 -0.19
C -0.534085 2.796707 6.394164 -2.3 0.0 -0.3 -0.22
C -1.706145 2.604277 5.354774 1.8 -0.3 -0.1 -0.07
C 0.065155 0.468617 6.809064 0.3 0.4 0.4 -0.23
C 1.496385 0.684297 6.275474 -0.7 0.3 -0.5 -0.08
H -1.041575 3.097827 9.650034 0.0 0.4 -0.1 0.07
H -2.702405 2.597587 9.802724 -0.3 0.5 -0.1 0.06
H -2.241005 3.720207 8.437934 -0.1 -0.1 0.2 0.06
H -1.596495 0.769327 9.012524 1.2 -0.1 0.0 0.11
H -2.527945 1.234247 7.741894 -0.6 0.4 -0.4 0.10
H 0.402045 2.912167 5.847864 0.1 -0.4 0.3 0.07
H -0.696575 3.735827 6.923084 0.1 0.1 0.1 0.09
H -1.432185 1.709627 4.795634 -0.3 -0.4 0.1 0.03
H -1.652165 3.333687 4.546594 -0.4 0.6 0.3 0.06
H -2.710615 2.473387 5.757284 0.2 0.3 0.0 0.06
H 0.138565 -0.307763 7.570604 -0.4 0.2 0.3 0.11
H -0.577825 0.072817 6.022924 0.0 -0.3 -0.3 0.10
H 2.061235 -0.247783 6.292394 0.0 0.1 -0.1 0.07
H 1.442075 1.064837 5.255504 0.2 -0.3 -0.2 0.05
H 2.023605 1.474077 6.810624 0.0 -0.2 0.4 0.05
C -4.542155 2.369767 1.562384 -0.5 -0.2 0.5 0.01
C -4.619335 2.952447 2.971684 -0.1 0.2 -0.5 -0.54
O -4.291815 2.294497 3.951354 -0.3 0.3 -0.2 0.01
N -5.082125 4.222417 3.014664 -0.1 1.1 1.3 0.03
C -5.018345 5.100447 4.240764 0.3 -0.9 -1.2 -0.04
H -5.454205 2.433717 0.968934 -0.5 -0.1 0.5 0.09
H -4.351995 1.324397 1.805604 0.5 0.0 -1.0 0.06
H -3.884375 2.911507 0.882724 0.8 -0.3 0.4 0.06
H -5.121635 4.689857 2.120214 0.0 0.1 0.0 0.10
H -4.217085 4.741577 4.886744 0.0 0.0 -0.1 0.06
H -5.933005 5.110947 4.833554 -0.1 -0.1 -0.3 0.07
H -4.790925 6.107227 3.890374 0.0 0.0 0.1 0.07
C 5.328675 0.812447 -2.066696 1.1 -0.8 0.6 0.00
C 4.967105 1.509857 -0.759456 -0.2 -3.6 0.2 -0.52
O 4.573845 2.638247 -0.815206 -0.5 2.6 0.8 0.02
N 5.003255 0.714287 0.383664 0.3 2.0 -1.4 0.03
C 4.848935 1.246617 1.744754 -0.4 -0.6 -1.0 -0.05
H 6.241675 1.275057 -2.441546 -0.2 0.4 -0.2 0.08
H 4.560275 0.825757 -2.839666 -0.1 0.2 0.3 0.07
H 5.660705 -0.210433 -1.888996 -0.4 -0.2 0.0 0.06
H 5.224785 -0.261203 0.244194 0.1 -0.1 0.0 0.06
H 3.944305 0.793437 2.150184 0.1 0.1 0.5 0.06
H 4.697515 2.325387 1.706734 0.2 -0.1 0.0 0.08
H 5.732955 0.971717 2.320114 -0.2 0.2 0.2 0.08
C -6.349175 -1.425133 1.913804 -0.2 -0.3 0.2 0.00
C -5.633365 -1.468793 0.605054 0.5 0.4 -0.1 -0.60
O -5.439615 -0.455813 -0.023526 0.1 1.7 -0.8 0.03
N -5.256875 -2.638493 0.090404 -0.6 -1.3 1.0 0.01
C -4.587965 -2.764953 -1.179416 0.3 0.1 0.3 -0.07
H -6.871085 -2.376593 2.016014 -0.4 0.2 0.4 0.08
H -6.989525 -0.546423 1.836844 -0.3 -0.3 0.2 0.09
H -5.724725 -1.272143 2.794004 0.3 -0.1 -0.2 0.08
H -5.200105 -3.388763 0.764174 0.0 -0.2 -0.4 0.13
H -4.521785 -3.834463 -1.379106 0.3 0.3 -0.3 0.07
H -3.616185 -2.279573 -1.089136 0.3 -0.4 -0.4 0.07
H -5.106315 -2.247163 -1.986456 -0.3 -0.1 0.2 0.09
C -1.250925 -3.278673 0.548544 0.3 0.6 -0.3 0.00
C -2.085505 -4.464713 0.883694 1.0 -0.5 0.1 -0.60
O -2.231935 -4.786423 2.045294 -0.9 -0.3 0.8 0.04
N -2.471095 -5.192603 -0.167846 -0.2 -0.6 0.1 0.02
C -3.218885 -6.424403 -0.047996 -0.5 0.2 0.0 -0.07
H -1.861375 -2.386733 0.689554 0.2 0.2 0.2 0.07
H -0.876625 -3.277973 -0.475176 -0.1 0.0 -0.1 0.07
H -0.414715 -3.306413 1.247184 -0.1 0.3 0.0 0.08
H -2.253205 -4.816383 -1.079476 -0.3 -0.2 -0.4 0.06
H -3.000305 -7.076713 -0.893466 0.1 0.0 0.1 0.07
H -4.290935 -6.227543 -0.054366 -0.3 0.1 -0.2 0.07
H -3.081595 -6.941383 0.901734 0.6 0.2 -0.1 0.08
C -2.838725 4.796097 -1.784086 -0.6 -0.1 1.2 0.01
C -2.867685 5.417747 -0.357856 -2.2 0.2 -1.4 -0.53
O -3.937905 5.596217 0.259784 1.4 -0.6 -0.2 -0.01
N -1.674635 5.841587 -0.007026 1.6 0.3 1.4 0.03
C -1.295305 6.361987 1.283684 -0.5 0.4 0.8 -0.06
H -3.200245 5.531427 -2.502896 0.1 0.0 0.0 0.08
H -3.549095 3.970177 -1.747586 0.0 -0.1 -0.2 0.07
H -1.846065 4.424397 -2.038176 -0.1 0.1 -0.1 0.06
H -0.924005 5.815767 -0.682306 0.2 -0.3 -0.2 0.08
H -0.522155 5.813477 1.821714 0.4 -0.4 -0.6 0.05
H -2.117885 6.300877 1.996234 -0.4 0.2 -0.4 0.08
H -0.964895 7.397867 1.207094 -0.1 0.1 0.0 0.09
C -1.712805 -2.856093 -4.583896 1.1 0.0 0.2 -0.06
C -1.845295 -4.134743 -3.775956 -0.1 1.7 -2.4 -0.63
O -2.301725 -4.082773 -2.674426 -0.8 0.1 3.3 0.01
N -1.547655 -5.255143 -4.384636 0.5 -1.6 -0.4 0.02
C -1.527055 -6.559303 -3.732966 0.2 0.1 -0.6 -0.14
H -0.737585 -2.817633 -5.069246 -0.1 -0.4 -0.7 0.05
H -1.616005 -2.005933 -3.908636 -0.7 -0.1 0.2 0.05
H -2.530275 -2.768133 -5.299506 0.0 0.2 0.0 0.06
H -1.388005 -5.230533 -5.381636 0.3 0.0 -0.1 0.05
H -0.759385 -7.122853 -4.263256 0.0 -0.2 0.2 0.05
H -2.466725 -7.100873 -3.841656 -0.2 0.1 0.1 0.06
H -1.252525 -6.494613 -2.680086 0.0 0.2 -0.1 0.07
C 2.167235 4.755787 4.440554 0.2 0.6 -0.3 0.00
C 3.175985 3.889317 5.128984 -0.2 -1.8 -1.2 -0.57
O 3.653295 2.892317 4.563614 -0.3 1.1 0.5 0.01
N 3.467995 4.187007 6.387824 1.4 0.3 2.5 0.02
C 4.365435 3.371047 7.229704 -0.4 -0.8 -0.5 -0.06
H 2.014595 5.705947 4.952404 0.0 0.1 0.0 0.08
H 1.193395 4.279367 4.327614 0.2 -0.2 0.1 0.06
H 2.583705 4.934787 3.449284 -0.2 0.1 -0.1 0.08
H 3.112495 4.979487 6.903274 -0.4 0.0 -0.8 0.14
H 3.813605 2.498987 7.580564 0.0 0.0 0.1 0.07
H 4.726295 3.899487 8.112104 -0.1 0.3 -0.3 0.08
H 5.203325 2.952107 6.672444 0.0 0.4 -0.2 0.08
C 3.322375 -3.398533 -0.522926 0.4 0.1 0.8 0.01
C 4.446085 -2.814943 0.303164 0.4 -0.3 -0.9 -0.51
O 5.231445 -2.049433 -0.256816 0.3 -0.1 1.2 0.00
N 4.551345 -3.278723 1.589324 0.1 0.4 -0.2 0.02
C 5.695545 -2.988023 2.468864 0.2 -0.2 -1.1 -0.06
H 2.508825 -3.519083 0.192414 -0.6 -0.4 -0.7 0.07
H 3.694645 -4.325593 -0.958906 -0.3 -0.4 0.4 0.08
H 3.102935 -2.788953 -1.399486 -0.2 0.3 0.5 0.07
H 3.846305 -3.936543 1.889784 0.2 0.1 0.0 0.13
H 5.884095 -1.914453 2.466944 -0.2 0.0 0.4 0.07
H 6.589325 -3.443453 2.042434 0.1 0.0 -0.2 0.08
H 5.620205 -3.438743 3.458454 -0.6 0.4 -0.1 0.08
C 2.332285 5.544587 0.198554 -0.2 -0.5 0.5 0.01
C 1.833035 5.172757 -1.184926 -1.6 1.4 2.0 -0.53
O 0.735855 5.656527 -1.518246 0.7 -0.5 -1.0 -0.01
N 2.545215 4.282357 -1.828906 0.3 -0.5 -1.5 0.05
C 2.206885 3.835117 -3.161686 -0.3 -0.2 -0.8 -0.06
H 2.750265 6.545957 0.301844 0.5 -0.2 -0.5 0.09
H 2.966315 4.742197 0.575744 0.5 0.3 0.1 0.07
H 1.471825 5.595177 0.865744 -0.2 -0.2 -0.2 0.05
H 3.388155 3.897477 -1.427136 0.1 0.0 0.2 0.08
H 1.137295 3.671337 -3.292996 0.0 -0.1 0.4 0.06
H 2.743945 2.929277 -3.442976 -0.1 -0.1 0.5 0.08
H 2.456475 4.531187 -3.962496 0.2 0.5 0.2 0.09
C 1.645165 -1.599453 3.280544 -0.1 0.1 0.3 -0.01
C 0.112305 -1.621243 3.375894 0.0 -0.7 -0.5 -0.52
O -0.464195 -2.630963 3.786294 0.4 1.7 -0.1 0.03
N -0.485525 -0.489213 2.862854 -0.3 -0.8 0.6 0.04
C -1.924585 -0.323353 2.765394 -0.5 0.3 -0.2 -0.07
H 2.067505 -2.189003 4.094284 -0.2 -0.2 -0.1 0.08
H 2.095695 -0.609773 3.355754 -0.2 0.2 -0.1 0.05
H 1.947795 -2.039063 2.330144 0.0 -0.1 -0.1 0.05
H 0.005255 0.040747 2.156894 0.3 -0.1 0.1 0.07
H -2.141185 0.227877 1.850344 0.1 -0.1 -0.2 0.07
H -2.343765 0.299717 3.555444 0.1 -0.1 0.3 0.06
H -2.494375 -1.252233 2.740494 0.4 -0.2 0.1 0.08
```
Forces are in eV/Å.